The following is a quantum chemistry calculation of C29H45N5O6P2Sr as an isolated structure, from the OMol25 dataset.

```
! RIJCOSX wB97M-V def2-TZVPD def2/J DEFGRID3
* xyz 2 1
Sr 0.79 -0.86 0.54
C 3.46 0.67 2.57
N 2.22 0.39 3.25
C 2.18 -0.72 4.18
C 1.08 -1.72 3.94
N 0.62 -2.09 2.77
C -0.31 -3.10 3.03
C -1.08 -3.87 2.17
C -1.93 -4.81 2.72
C -2.02 -4.98 4.11
C -1.25 -4.23 4.98
C -0.40 -3.30 4.41
N 0.51 -2.40 4.96
C 3.98 -0.44 1.69
N 3.25 -1.25 0.96
C 4.16 -2.09 0.31
C 3.94 -3.14 -0.58
C 5.05 -3.80 -1.07
C 6.35 -3.44 -0.69
C 6.58 -2.40 0.19
C 5.46 -1.74 0.68
N 5.31 -0.69 1.56
H 4.23 0.91 3.30
H 3.32 1.57 1.97
H 1.36 0.72 2.86
H 2.10 -0.37 5.21
H 3.12 -1.27 4.12
H -1.00 -3.78 1.09
H -2.53 -5.44 2.07
H -2.69 -5.73 4.51
H -1.31 -4.38 6.05
H 0.71 -2.27 5.93
H 2.94 -3.45 -0.88
H 4.91 -4.62 -1.76
H 7.19 -3.98 -1.10
H 7.58 -2.12 0.48
H 6.04 -0.19 2.04
C 0.40 5.02 -2.96
C 0.77 3.93 -1.98
C 0.63 4.33 -0.53
O -0.18 2.81 -2.23
P 0.22 1.31 -2.09
O 1.30 0.97 -1.10
C -1.33 0.53 -1.55
P -1.97 1.06 0.07
O -0.89 0.92 1.09
O -3.24 0.17 0.32
C -3.25 -1.20 0.82
C -3.93 -2.06 -0.22
C -3.93 -1.21 2.16
O -2.49 2.50 -0.11
C -3.77 2.89 -0.76
C -4.76 3.21 0.33
C -3.45 4.05 -1.67
O 0.57 0.72 -3.49
C -0.10 1.09 -4.76
C 0.96 1.70 -5.64
C -0.71 -0.17 -5.32
H 1.09 5.85 -2.84
H -0.61 5.37 -2.77
H 0.47 4.66 -3.99
H 1.77 3.55 -2.18
H -0.39 4.66 -0.33
H 1.31 5.16 -0.32
H 0.87 3.50 0.13
H -1.22 -0.56 -1.61
H -2.11 0.76 -2.29
H -2.21 -1.54 0.98
H -4.97 -1.77 -0.32
H -3.90 -3.11 0.09
H -3.45 -1.98 -1.20
H -4.96 -0.85 2.07
H -3.40 -0.58 2.87
H -3.96 -2.23 2.55
H -4.11 2.03 -1.34
H -4.40 4.03 0.94
H -4.94 2.34 0.96
H -5.71 3.50 -0.12
H -3.09 4.90 -1.08
H -4.36 4.36 -2.19
H -2.70 3.78 -2.41
H -0.87 1.82 -4.52
H 1.75 0.99 -5.84
H 1.39 2.59 -5.18
H 0.51 2.00 -6.59
H 0.06 -0.92 -5.50
H -1.20 0.05 -6.27
H -1.46 -0.59 -4.64
*
```

Calculated values
- HOMO level (eV) = -13.444
- energy above the lowest of the compared OMol25 structures with the same formula, charge and spin (eV) = 1.3558
- LUMO (eV) = -5.22